52
Properties=species:S:1:pos:R:3:mulliken_charge:R:1 method="wB97M-V/def2-TZVPD" gap_ev=6.79 total_charge=0 total_energy_ev=-45283.871 e_homo_ev=-7.138 spin_multiplicity=1
C -8.801 -0.667 -0.713 -1.5153
H -9.250 -0.587 -1.735 0.4003
H -8.670 -1.621 -0.526 0.4649
C -7.378 -0.170 -0.990 -0.5871
C -6.636 -0.413 0.188 0.7972
O -7.215 -0.720 1.427 -0.7591
N -5.453 0.035 0.457 0.0273
C -4.687 0.583 -1.034 -1.1001
H -5.319 1.309 -1.569 0.4680
C -3.287 1.163 -0.572 -1.2757
N -2.553 0.476 0.175 0.2606
C -1.230 0.518 0.101 0.8750
C -0.463 1.394 -0.375 0.0386
C 0.910 1.786 -0.199 -1.2756
C 1.667 0.653 0.138 0.6252
C 0.983 -0.517 0.857 -0.6364
C -0.283 -0.774 0.749 -1.1052
H -0.801 -1.584 1.123 0.5164
H 1.757 -1.190 1.055 0.3468
N 3.046 0.784 0.446 -0.0952
C 3.852 1.724 -0.154 0.2979
O 3.456 2.885 -0.398 -0.6531
C 5.377 1.534 0.248 -1.2332
O 5.499 0.109 0.722 -0.4406
C 6.690 -0.436 -0.072 0.3276
C 6.592 -1.921 -0.196 -0.1079
C 7.580 -2.930 -0.556 -0.8195
C 8.887 -2.058 -0.619 -0.3880
C 8.976 -0.939 -0.113 -0.2095
C 8.027 -0.139 0.236 0.4244
Cl 8.379 1.628 0.630 -0.2174
H 10.018 -0.508 -0.352 0.2092
H 9.718 -2.792 -0.863 0.2743
H 7.372 -3.902 -0.846 0.4568
H 5.469 -2.399 -0.160 0.1321
H 5.978 1.878 -0.679 0.4399
H 5.745 2.090 0.826 1.1755
H 3.534 -0.060 0.979 0.3152
H 1.340 2.642 -0.579 0.6221
H -1.177 2.535 -0.541 0.0766
C -3.107 -0.679 1.237 -1.1234
H -3.493 -1.516 0.861 0.4146
C -4.629 -0.040 1.496 -1.5761
H -4.427 0.830 1.985 0.3894
H -5.172 -0.590 2.086 0.8302
H -2.430 -0.801 1.969 0.9958
H -2.744 1.372 -1.454 0.6784
H -3.375 1.985 0.049 0.5840
H -4.455 -0.216 -1.661 0.4384
H -7.037 -0.638 -1.684 0.5781
H -7.436 0.959 -1.324 0.2737
H -9.346 -0.066 -0.075 0.3637

71
Properties=species:S:1:pos:R:3:mulliken_charge:R:1 method="wB97M-V/def2-TZVPD" gap_ev=9.52 total_charge=0 total_energy_ev=-379851.531 e_homo_ev=-9.622 smiles="CCOCCOCCOC[C@H]1CCOC1=O.ClC(Cl)(Cl)Cl.ClC(Cl)(Cl)Cl.ClC(Cl)(Cl)Cl.ClC(Cl)(Cl)Cl.ClC(Cl)(Cl)Cl.ClC(Cl)(Cl)Cl.ClC(Cl)(Cl)Cl" spin_multiplicity=1
C 0.020 -6.324 -1.830 -0.3331
C 0.866 -5.137 -1.358 -0.1864
O 0.356 -3.889 -1.775 -0.4190
C -0.708 -3.443 -0.957 -0.3168
C -0.246 -2.481 0.104 -0.3119
O 0.010 -1.172 -0.421 -0.4538
C 0.826 -0.463 0.485 -0.1545
C 0.530 1.029 0.534 -0.5292
O 0.524 1.633 -0.736 -0.3084
C -0.136 2.874 -0.774 -0.8288
C 0.254 3.842 0.335 0.9403
C 1.758 4.230 0.312 -0.7108
C 1.689 5.764 0.574 -0.4622
O 0.345 6.071 0.974 -0.3115
C -0.439 5.208 0.269 -0.2896
O -1.436 5.440 -0.285 -0.4023
H -0.996 -6.251 -1.442 0.2942
H 0.452 -7.247 -1.437 -0.2848
H 0.041 -6.340 -2.917 0.3130
H 1.851 -5.252 -1.815 0.3910
H 1.007 -5.187 -0.270 0.1133
H -1.128 -4.308 -0.430 0.1582
H -1.525 -3.032 -1.550 0.3343
H -0.955 -2.358 0.937 0.3731
H 0.710 -2.860 0.485 0.2108
H 0.689 -0.836 1.507 0.3609
H 1.894 -0.593 0.244 -0.0186
H 1.275 1.469 1.209 0.2981
H -0.455 1.177 1.000 0.3439
H 0.136 3.365 -1.709 0.4628
H -1.228 2.764 -0.777 0.2666
H 0.062 3.532 1.366 0.3102
H 2.390 3.674 0.999 0.2156
H 2.106 4.073 -0.708 0.2724
H 2.377 6.157 1.309 0.4647
H 1.870 6.202 -0.408 0.3027
C -0.833 -5.155 3.119 0.2938
Cl -1.342 -5.645 4.735 -0.0480
Cl 0.514 -4.012 3.246 -0.0741
Cl -0.320 -6.578 2.202 -0.0735
Cl -2.190 -4.382 2.284 -0.1381
C -4.033 3.174 -3.232 0.3070
Cl -4.289 1.608 -2.448 -0.0969
Cl -3.484 4.350 -2.038 0.0305
Cl -2.803 3.004 -4.493 -0.1147
Cl -5.550 3.724 -3.960 -0.1125
C -2.214 8.682 -2.293 0.2986
Cl -2.495 7.233 -3.271 -0.0666
Cl -1.435 9.924 -3.293 -0.1226
Cl -3.762 9.295 -1.694 -0.1155
Cl -1.172 8.284 -0.927 0.0007
C 1.917 -9.957 -2.397 0.3467
Cl 2.678 -8.869 -3.564 -0.0901
Cl 1.835 -9.158 -0.821 -0.1046
Cl 0.283 -10.354 -2.939 -0.0937
Cl 2.872 -11.438 -2.259 -0.1054
C 5.128 -0.484 0.751 0.3255
Cl 5.523 -1.374 -0.722 -0.0912
Cl 4.196 -1.526 1.836 -0.0755
Cl 6.618 0.020 1.557 -0.1155
Cl 4.170 0.945 0.332 -0.0545
C 1.919 10.750 -0.343 0.3381
Cl 1.654 9.191 0.454 -0.0637
Cl 2.475 11.936 0.846 -0.1048
Cl 3.145 10.560 -1.605 -0.1167
Cl 0.407 11.300 -1.067 -0.0650
C -4.841 -7.276 6.191 0.3504
Cl -6.285 -6.755 7.066 -0.0959
Cl -4.602 -6.245 4.776 -0.0534
Cl -3.431 -7.150 7.254 -0.1085
Cl -5.037 -8.954 5.672 -0.0944

103
Properties=species:S:1:pos:R:3:mulliken_charge:R:1 method="wB97M-V/def2-TZVPD" gap_ev=5.15 total_charge=-2 total_energy_ev=-375881.576 e_homo_ev=-1.821 spin_multiplicity=1
Ti 0.483 0.681 0.373 0.2370
N 0.835 9.015 -0.442 -0.5934
C 0.912 7.621 -0.377 1.0331
C 0.956 6.968 0.850 -0.9342
C 1.087 5.587 0.905 -0.1780
C 1.156 4.861 -0.267 -0.2475
C 1.143 5.501 -1.499 -0.7964
C 1.011 6.870 -1.555 -0.7877
S 1.546 3.137 -0.203 1.2117
O 2.893 3.102 -0.659 -0.7307
O 1.204 2.665 1.166 -0.3714
N 0.507 2.228 -1.134 0.1093
C -0.816 2.537 -0.722 -0.0893
N -1.302 3.766 -0.940 -0.2937
C -2.499 4.017 -0.450 -0.5323
C -3.239 3.078 0.267 -0.8120
C -2.663 1.843 0.424 0.0965
N -1.457 1.545 -0.072 0.5077
H 0.433 9.457 0.369 0.2184
H 0.468 9.382 -1.304 0.2189
H 0.907 7.543 1.768 0.3144
H 1.144 5.078 1.858 0.4278
H 1.217 4.915 -2.407 0.5313
H 0.996 7.375 -2.514 0.2847
H -2.889 5.016 -0.624 0.4095
H -4.212 3.301 0.677 0.4332
H -3.168 1.033 0.938 0.1747
C -1.833 1.848 4.979 -1.7829
C -1.043 2.065 3.681 1.7187
C -1.154 3.539 3.276 -1.5797
C 0.389 1.573 3.844 0.9164
C 1.240 2.285 4.681 -0.0260
C 2.536 1.846 4.899 -1.7307
C 2.939 0.632 4.374 -0.4598
C 2.085 -0.157 3.600 -0.0447
C 2.609 -1.559 3.289 1.2749
C 1.849 -2.486 2.343 -1.5842
C 2.800 -2.316 4.619 -1.7394
C 0.851 0.391 3.234 0.1254
N 0.040 -0.201 2.195 2.0236
C -1.021 -0.945 2.674 -0.1929
C -1.104 -1.370 4.015 -0.6445
C -2.169 -2.104 4.511 -0.8225
C -3.229 -2.465 3.691 -0.6839
C -3.175 -2.084 2.357 -0.5540
C -2.100 -1.366 1.880 -0.1119
F -2.140 -1.017 0.573 -0.3504
H -2.853 2.231 4.875 0.4727
H -1.353 2.378 5.805 0.3113
H -1.890 0.790 5.235 0.3160
H -1.521 1.471 2.902 -0.8491
H -0.787 4.197 4.069 0.3644
H -2.199 3.799 3.086 0.4283
H -0.583 3.739 2.373 0.0539
H 0.891 3.197 5.154 0.3592
H 3.227 2.440 5.485 0.3395
H 3.952 0.286 4.533 0.6155
H 3.616 -1.425 2.880 -0.4146
H 0.923 -2.846 2.800 0.3088
H 2.493 -3.342 2.137 0.5290
H 1.604 -2.029 1.389 -0.1057
H 1.832 -2.516 5.090 0.3601
H 3.419 -1.762 5.324 0.4308
H 3.290 -3.270 4.414 0.4343
H -0.286 -1.115 4.676 0.7542
H -2.160 -2.399 5.554 0.4236
H -4.073 -3.024 4.072 0.3719
H -3.960 -2.341 1.656 0.4537
C 3.113 0.931 -5.997 -1.1077
C 3.796 1.325 -4.692 -0.3001
C 2.928 1.125 -3.457 -1.1839
N 2.610 -0.279 -3.223 1.1975
C 1.416 -0.811 -3.407 -0.0823
S 0.104 0.012 -4.072 -0.4875
N 1.203 -2.137 -3.034 0.1991
C 2.042 -3.225 -2.857 0.0691
O 1.645 -4.193 -2.244 -0.6754
C 3.343 -3.244 -3.595 -0.0056
C 3.398 -2.854 -4.931 0.0928
C 4.587 -2.970 -5.631 -0.6450
C 5.723 -3.458 -4.990 -0.3543
C 5.665 -3.832 -3.658 -0.6110
C 4.469 -3.739 -2.958 -0.2150
H 3.761 1.133 -6.855 0.4450
H 2.175 1.472 -6.132 0.2705
H 2.872 -0.134 -6.001 0.0826
H 4.083 2.381 -4.721 0.4014
H 4.714 0.748 -4.555 0.1214
H 1.987 1.667 -3.533 0.3977
H 3.466 1.470 -2.575 0.1716
H 3.363 -0.802 -2.769 -0.3437
H 0.258 -2.296 -2.716 0.2579
H 2.510 -2.464 -5.415 0.5499
H 4.633 -2.669 -6.670 0.3771
H 6.658 -3.530 -5.532 0.3577
H 6.553 -4.164 -3.138 0.3970
H 4.424 -4.012 -1.910 0.3851
F 0.135 -0.729 -0.671 -0.4701
Se 6.130 0.734 2.168 -0.6905
Sb 5.172 -0.622 0.390 0.7315
Se 5.202 -3.016 0.920 -0.7476
Se 5.861 -0.173 -1.906 -0.6434
Se 2.656 0.167 0.346 0.5071

22
Properties=species:S:1:pos:R:3:mulliken_charge:R:1 method="wB97M-V/def2-TZVPD" gap_ev=8.41 total_charge=+1 total_energy_ev=-24199.054 e_homo_ev=-12.765 smiles="NC(=O)N[C@]1(N)CSCC1=[NH2+]" spin_multiplicity=1
C 1.286 0.335 -2.003 0.3513
C 0.401 1.689 1.518 -0.6453
C -1.841 1.115 0.175 -0.9765
C 0.339 0.310 0.933 -0.0352
C -0.704 0.059 -0.179 0.7598
N 1.617 -0.950 -2.295 -0.3049
N 0.238 0.783 -1.044 -0.1341
N 1.338 -0.592 1.130 -0.2690
N -0.950 -1.287 -0.393 -0.6280
O 1.801 1.280 -2.562 -0.5871
S -1.150 2.530 1.063 -0.1153
H 0.520 1.691 2.655 0.4328
H 1.235 2.286 1.130 0.3721
H -2.166 1.639 -0.632 0.4314
H -2.689 0.736 0.741 0.4325
H 2.159 -1.053 -3.081 0.2632
H -0.027 1.696 -1.477 0.3264
H 2.226 -0.406 1.665 0.2864
H 0.929 -1.496 1.210 0.2795
H -1.497 -1.513 -1.264 0.2953
H -1.505 -1.749 0.229 0.2325
H 0.986 -1.673 -1.952 0.2321

6
Properties=species:S:1:pos:R:3:mulliken_charge:R:1 method="wB97M-V/def2-TZVPD" gap_ev=10.56 total_charge=0 total_energy_ev=-21735.030 e_homo_ev=-9.756 smiles=S.S spin_multiplicity=1
S -1.670 -0.548 2.639 -0.2937
H -2.659 -1.455 2.532 0.1469
H -2.521 0.408 3.053 0.1468
S 2.832 0.344 -2.517 -0.2916
H 2.424 0.820 -3.708 0.1446
H 1.593 0.431 -1.999 0.1470

101
Properties=species:S:1:pos:R:3:mulliken_charge:R:1 method="wB97M-V/def2-TZVPD" gap_ev=1.57 total_charge=+1 total_energy_ev=-171125.176 e_homo_ev=-10.091 spin_multiplicity=1
C 0.675 4.448 1.580 -0.7532
O 0.799 4.455 0.163 -0.3490
C 1.931 3.760 -0.323 -0.4633
C 1.511 2.495 -1.123 0.1769
C 1.391 1.313 -0.130 -1.2471
P 0.477 -0.160 -0.810 0.5410
C -1.158 -0.377 0.078 -0.4841
C -2.374 -0.064 -0.833 -0.5802
C -2.946 1.345 -0.416 -0.4934
N -3.642 1.976 -1.559 -0.5876
B 1.511 -1.716 -0.238 0.3134
O 2.451 -2.297 -1.043 -0.5446
O 1.201 -2.230 1.007 -0.2184
C 1.727 -1.474 2.093 -0.7186
H 1.057 5.363 2.050 0.2524
H -0.385 4.325 1.833 0.2919
H 1.197 3.608 2.060 0.3290
H 2.495 4.433 -0.983 0.2957
H 2.620 3.425 0.464 0.3929
H 0.588 2.710 -1.671 -0.3826
H 2.360 2.295 -1.787 0.3590
H 0.928 1.638 0.812 0.3752
H 2.413 0.993 0.112 0.5716
H -1.236 -1.427 0.389 -0.0497
H -1.121 0.213 1.003 0.4456
H -2.118 -0.100 -1.896 0.3804
H -3.154 -0.786 -0.566 0.4030
H -3.586 1.192 0.454 0.4068
H -2.062 1.919 -0.103 0.1271
H -4.186 1.230 -1.985 0.3306
H -2.907 2.214 -2.211 0.0646
H 3.268 -1.786 -1.101 0.3295
H 2.376 -2.070 2.742 0.3877
H 0.860 -1.178 2.726 0.3301
H 2.266 -0.567 1.794 0.1901
K -1.667 2.956 -3.393 0.6855
C 3.611 7.180 0.375 -0.9086
C 4.569 8.337 0.188 -0.4362
O 5.815 7.887 -0.370 -0.3060
C 5.817 7.669 -1.680 0.3691
O 4.878 7.812 -2.407 -0.5310
C 7.214 7.238 -2.140 0.8793
F 7.728 6.294 -1.339 -0.2424
F 8.058 8.277 -2.133 -0.2416
F 7.190 6.743 -3.378 -0.2386
H 4.073 6.396 0.978 0.3379
H 2.697 7.513 0.867 0.3755
H 3.344 6.733 -0.583 0.2391
H 4.809 8.782 1.151 0.3591
H 4.136 9.122 -0.432 0.3359
O -0.987 -6.338 4.274 -0.7081
P -1.929 -5.194 4.481 1.0662
O -3.391 -5.927 4.505 -0.2741
C -3.710 -6.787 5.605 -0.3758
C -4.085 -5.992 6.843 -0.9431
O -1.912 -4.611 2.928 -0.2899
C -0.732 -4.679 2.136 0.4317
C -0.898 -5.718 1.046 -1.2315
O -2.488 -3.745 5.053 -0.3587
C -3.175 -2.771 4.273 0.2154
C -4.551 -3.203 3.817 -1.0391
H -2.874 -7.459 5.813 0.3096
H -4.554 -7.400 5.290 0.3204
H -3.232 -5.415 7.211 0.2665
H -4.420 -6.658 7.639 0.4128
H -4.882 -5.281 6.619 0.1912
H 0.146 -4.885 2.749 0.3662
H -0.588 -3.691 1.675 -0.3723
H -1.139 -6.696 1.463 0.3448
H 0.013 -5.810 0.452 0.3563
H -1.723 -5.445 0.383 0.3394
H -2.562 -2.436 3.436 -0.1038
H -3.284 -1.904 4.930 0.3817
H -4.495 -3.984 3.059 0.2742
H -5.083 -2.353 3.384 0.4207
H -5.134 -3.593 4.651 0.1974
C -4.328 6.870 -5.879 0.3088
Cl -4.026 5.410 -4.888 -0.0619
Cl -3.521 8.250 -5.147 0.0018
Cl -3.675 6.604 -7.524 -0.1897
Cl -6.050 7.162 -5.977 -0.0330
C 0.155 -0.380 -6.463 -0.3882
S 0.473 -1.074 -4.857 0.5301
O 0.693 0.117 -3.944 -0.2364
C 2.081 -1.764 -5.241 -0.9890
H -0.802 0.147 -6.418 0.3270
H 0.973 0.325 -6.679 -0.4203
H 0.110 -1.148 -7.231 0.3756
H 2.746 -0.977 -5.596 0.3028
H 1.967 -2.532 -6.005 0.4600
H 2.486 -2.209 -4.333 0.2969
O 1.316 -1.364 4.669 -0.4884
H 1.355 -2.314 4.872 0.3281
Mg 1.360 2.174 -6.322 0.4721
B 0.187 -9.733 1.241 0.5860
F 1.039 -9.307 2.279 -0.3961
F -0.229 -8.599 0.494 -0.3647
F 0.875 -10.615 0.391 -0.3627
F -0.942 -10.370 1.781 -0.3956
F 1.722 0.035 -8.436 -0.7651
Li -1.796 5.214 -6.785 0.8043